Entry 1:
The following is a DFT calculation (ωB97M-V/def2-TZVPD) of a molecular structure, C30H40AlN6O7 at a distorted geometry.

Computed properties:
- lowest unoccupied orbital energy (eV) = -2.89
- HOMO (eV) = -9.00
- HOMO-LUMO gap (eV) = 6.11
- largest force on an atom (Eh/bohr) = 0.0688

```
! wB97M-V def2-TZVPD RIJCOSX def2/J DEFGRID3
* xyz 1 1
Al -0.862 -0.101 -0.654
C -4.289 5.892 -4.067
O -3.797 4.567 -3.889
C -3.325 4.054 -2.723
C -3.170 4.837 -1.561
C -2.598 4.265 -0.468
C -2.114 2.937 -0.501
C -1.393 2.328 0.574
C -1.523 2.981 1.914
O -0.617 1.314 0.455
C -2.344 2.111 -1.660
O -2.099 0.816 -1.658
C -2.971 2.708 -2.740
H -4.682 5.913 -5.077
H -3.460 6.588 -3.928
H -5.117 6.139 -3.395
H -3.520 5.865 -1.556
H -2.518 4.844 0.460
H -0.973 3.927 1.917
H -1.118 2.289 2.652
H -2.568 3.257 2.108
H -3.082 2.068 -3.592
C 3.433 -1.019 6.683
C 2.834 -0.156 5.595
C 2.313 1.131 5.898
C 1.688 1.954 4.966
C 1.671 1.537 3.644
C 2.251 0.301 3.297
N 2.325 0.033 1.950
C 3.406 -0.349 1.179
C 4.726 -0.098 1.561
C 5.802 -0.552 0.806
C 5.548 -1.201 -0.390
C 4.258 -1.423 -0.819
C 3.160 -0.995 -0.058
C 1.821 -1.432 -0.565
O 1.815 -2.348 -1.399
O 0.738 -0.850 -0.123
C 2.747 -0.608 4.279
C 3.179 -2.005 3.899
H 3.394 -0.433 7.598
H 4.459 -1.358 6.476
H 2.851 -1.925 6.851
H 2.362 1.468 6.926
H 1.254 2.902 5.249
H 1.277 2.170 2.856
H 1.463 0.045 1.388
H 4.864 0.493 2.473
H 6.826 -0.401 1.144
H 6.350 -1.551 -1.026
H 4.043 -1.892 -1.766
H 4.271 -2.101 3.836
H 2.685 -2.335 2.946
H 2.837 -2.731 4.664
C -1.052 -2.687 -4.379
C -0.591 -1.586 -3.418
N -1.258 -1.725 -2.070
C -2.732 -1.715 -2.330
C -3.205 -2.876 -3.237
N -2.008 -3.649 -3.702
C -1.344 -4.224 -2.479
C -0.841 -3.058 -1.602
H -0.220 -3.317 -4.754
H -1.561 -2.289 -5.277
H -0.829 -0.580 -3.821
H 0.499 -1.709 -3.261
H -2.978 -0.752 -2.794
H -3.249 -1.780 -1.349
H -3.780 -2.532 -4.110
H -3.862 -3.568 -2.689
H -2.294 -4.408 -4.318
H -0.525 -4.886 -2.800
H -2.077 -4.881 -1.948
H 0.283 -2.988 -1.553
H -1.167 -3.200 -0.552
O 1.902 0.455 -3.495
N 1.587 1.182 -2.561
O 0.390 1.106 -2.072
N -2.083 -2.154 1.173
N -2.098 -0.724 0.881
H -2.996 -2.413 1.584
H -1.452 -2.253 1.976
H -1.908 -0.182 1.747
H -3.061 -0.478 0.580
*
```

Entry 2:
The following is a DFT calculation (ωB97M-V/def2-TZVPD) of a molecular structure, C7H15NO4P2S2Sb at a distorted geometry.

Computed properties:
- lowest unoccupied orbital energy (eV) = 2.51
- HOMO (eV) = -5.03
- HOMO-LUMO gap (eV) = 7.54
- largest force on an atom (Eh/bohr) = 0.0272

```
! wB97M-V def2-TZVPD RIJCOSX def2/J DEFGRID3
* xyz -1 1
C -3.245 -2.777 -0.532
C -2.794 -2.203 0.425
C -2.172 -1.550 1.581
Sb -1.269 0.376 0.903
C 0.181 -0.786 -0.279
S 1.896 -0.562 0.304
C 2.845 -1.123 -1.139
C 2.656 -0.249 -2.396
O -2.662 0.386 -0.691
C -2.189 0.759 -1.807
N -1.745 0.933 -2.868
P 0.213 0.467 3.021
S 0.410 -1.260 3.967
P -0.265 2.619 0.184
O -1.348 3.613 0.116
O 0.817 3.165 1.308
O 0.607 2.570 -1.193
H -3.307 -3.274 -1.470
H -1.392 -2.234 1.909
H -2.917 -1.342 2.346
H -2.447 1.293 1.800
H -0.056 -1.846 -0.176
H 0.181 -0.536 -1.341
H 2.538 -2.140 -1.395
H 3.901 -1.163 -0.873
H 2.607 0.803 -2.105
H 1.739 -0.532 -2.908
H 3.510 -0.339 -3.070
H -0.415 1.383 3.899
H 1.487 1.021 2.791
H 1.687 2.857 1.014
H 0.949 1.674 -1.325
*
```

Entry 3:
The following is a DFT calculation (ωB97M-V/def2-TZVPD) of 2 unconnected molecules or ions with the total composition FNO2 at a distorted geometry.

Computed properties:
- lowest unoccupied orbital energy (spin up / spin down) (eV) = 0.66 / -2.65
- relative energy (zero: lowest compared OMol25 entry of this formula, charge and spin) (kJ/mol) = 355.12
- HOMO (spin up / spin down) (eV) = -12.53 / -8.08
- HOMO-LUMO gap (spin up / spin down) (eV) = 13.19 / 5.44
- largest force on an atom (Eh/bohr) = 0.0829

```
! wB97M-V def2-TZVPD RIJCOSX def2/J DEFGRID3
* xyz 0 1
N -1.355 -0.366 -0.029
O -0.907 0.640 0.043
O 1.606 -0.716 0.018
F 1.219 0.587 -0.036
*
```

Q: largest force on an atom of number 1 (C30H40AlN6O7)?
A: 0.0688 Eh/bohr

Q: What is the largest force on an atom in the first record?
A: 0.0688 Eh/bohr